[1]
Here is a cluster of 2 separate species, C9H14O2 in total in a non-equilibrium geometry from OMol25. Energies are from wB97M-V/def2-TZVPD.

Structure (XYZ):
```
25
Properties=species:S:1:pos:R:3:nbo_charge:R:1
C 0.71885 2.10936 -1.67061 -0.6279
C -0.28415 1.45500 -0.76858 -0.0531
C -1.24438 0.60207 -1.25940 -0.1835
C -2.20475 0.01682 -0.42879 -0.2763
C -2.17998 0.32976 0.90837 0.3000
O -3.26887 0.03387 1.67967 -0.6659
C -1.06739 0.97959 1.45555 -0.2754
C -0.17162 1.60217 0.61710 -0.1978
H 1.75262 1.90248 -1.35355 0.2144
H 0.62815 3.19485 -1.73783 0.2188
H 0.65458 1.76032 -2.70896 0.2148
H -1.23638 0.40403 -2.31520 0.2102
H -3.08430 -0.42671 -0.88970 0.2278
H -3.07310 0.21853 2.61850 0.4778
H -1.06701 0.96228 2.53265 0.2036
H 0.60845 2.19406 1.07055 0.2135
C 1.75252 -1.95375 -0.65504 -0.6418
C 1.17179 -2.08880 0.75420 -0.0702
O 2.18886 -1.98360 1.75682 -0.7237
H 0.98392 -1.73119 -1.40868 0.2108
H 2.15237 -2.93073 -0.99821 0.2039
H 2.58522 -1.27035 -0.77162 0.2087
H 0.49801 -1.24696 0.85898 0.1694
H 0.74412 -3.07481 0.89508 0.1826
H 2.44246 -1.05829 1.81868 0.4593
```

Results
- HOMO-LUMO gap (eV) = 9.27
- molar mass (Da) = 154.21
- multiplicity = 1
- SMILES = Cc1ccc(O)cc1.CCO
- energy (eV) = -13654.41101

[2]
Here is a cluster of 2 separate species, C9H14OS in total in a non-equilibrium geometry from OMol25. Energies are from wB97M-V/def2-TZVPD.

Structure (XYZ):
```
25
Properties=species:S:1:pos:R:3:nbo_charge:R:1
C -2.44675 -0.24213 -0.08461 -0.6497
C -1.28224 -0.26609 0.88261 -0.0332
C -0.45418 0.83144 0.90888 -0.2076
C 0.52162 1.02200 1.85853 -0.2561
C 0.66172 0.05675 2.90020 0.2941
O 1.68021 0.04087 3.81581 -0.6811
C -0.18314 -1.07486 2.89381 -0.2791
C -1.13833 -1.19019 1.89932 -0.1988
H -2.32365 -1.16178 -0.66980 0.2311
H -2.20590 0.50839 -0.87035 0.2140
H -3.28133 -0.00514 0.62538 0.2387
H -0.62788 1.64970 0.22946 0.2049
H 1.04162 2.00295 1.94163 0.2230
H 1.97049 -0.89760 3.88197 0.4817
H -0.03247 -1.87125 3.60932 0.2099
H -1.81990 -2.02569 1.89026 0.2067
C 1.17242 0.89904 -2.11908 -0.6299
C 0.99079 0.30146 -3.48415 -0.5261
S 0.84569 -1.47730 -3.89399 -0.0219
H 2.24337 1.02807 -1.78956 0.2121
H 0.60599 0.23240 -1.47558 0.2186
H 0.69748 1.86266 -1.97749 0.2175
H -0.01250 0.82774 -3.87011 0.2105
H 1.68555 0.77167 -4.16801 0.2048
H 1.69129 -1.82311 -2.93444 0.1161
```

Results
- HOMO-LUMO gap (eV) = 9.26
- molar mass (Da) = 170.28
- multiplicity = 1
- SMILES = Cc1ccc(O)cc1.CCS
- energy (eV) = -22441.35111

[3]
Here is a cluster of 2 separate species, C9H14S in total in a non-equilibrium geometry from OMol25. Energies are from wB97M-V/def2-TZVPD.

Structure (XYZ):
```
24
Properties=species:S:1:pos:R:3:mulliken_spin:R:1
C 2.86075 -0.13471 1.63348 -0.0680
C 1.09674 -1.64975 0.86023 0.0624
C 1.41381 -0.51655 1.60602 -0.0045
C -0.23987 -2.11383 0.67968 0.1573
C -1.35422 -1.33753 1.14840 0.2687
C 0.31823 0.34323 2.01101 0.5329
C -0.92931 -0.18863 1.86406 -0.1934
H 1.81240 -2.43519 0.46469 0.0267
H -0.38719 -3.12729 0.30161 0.0034
H 3.41058 -1.10712 1.43355 0.0033
H 3.16005 0.28316 2.60996 0.0292
H -2.38243 -1.68457 0.94967 0.0397
H 0.33894 1.04329 2.81252 0.0808
H -1.76897 0.29647 2.36351 -0.0087
H 3.00610 0.72749 0.96841 0.0086
C -0.95093 2.01243 -2.27480 0.0152
C -1.82976 0.99292 -3.04947 0.0174
S 0.62842 1.31193 -1.34438 0.0235
H -0.96122 2.95380 -2.75025 -0.0089
H -1.43531 2.20998 -1.28119 -0.0008
H -2.13312 1.27484 -4.09980 0.0033
H 0.15048 -0.01000 -1.26894 0.0149
H -2.67361 0.71683 -2.48569 0.0037
H -1.15057 0.13881 -3.15228 -0.0066
```

Results
- HOMO-LUMO gap (alpha / beta) (eV) = 2.79 / 6.90
- molar mass (Da) = 154.28
- multiplicity = 2
- expectation value of S² = 0.76
- energy (eV) = -20392.35764
- total charge = -1

[4]
Here is a cluster of 2 separate species, C9H14S in total in a non-equilibrium geometry from OMol25. Energies are from wB97M-V/def2-TZVPD.

Structure (XYZ):
```
24
Properties=species:S:1:pos:R:3:mulliken_spin:R:1
C 0.35188 -0.65173 -0.58491 0.0413
C 2.23942 2.24372 0.84690 0.0182
C 1.36688 1.21901 0.74703 0.1267
C 2.91093 2.70438 -0.31711 0.2881
C 1.23702 0.53744 -0.51396 0.2132
C 2.78326 2.04885 -1.55293 0.0807
C 1.95419 0.98303 -1.64671 0.1255
H 2.49002 2.70822 1.78844 0.0042
H 0.70395 0.92030 1.55755 0.0015
H 3.56145 3.54518 -0.10945 0.0054
H 3.27462 2.43995 -2.43382 0.0051
H 0.57284 -1.15947 -1.52735 0.0021
H -0.66397 -0.25450 -0.59149 0.0584
H 1.92588 0.47153 -2.60471 -0.0005
H 0.51713 -1.40174 0.20482 0.0216
C -2.89461 -2.20129 0.44813 -0.0011
C -3.08024 -0.78723 0.99572 0.0017
S -1.50554 -3.02782 1.16251 0.0069
H -3.83652 -2.72354 0.60939 0.0004
H -2.82432 -2.11133 -0.59350 0.0015
H -2.11569 -0.28254 1.08265 -0.0005
H -1.82487 -4.24301 0.69748 -0.0001
H -3.46937 -0.74956 2.01727 -0.0001
H -3.67432 -0.22784 0.31805 -0.0001
```

Results
- HOMO-LUMO gap (alpha / beta) (eV) = 7.52 / 3.61
- molar mass (Da) = 154.28
- multiplicity = 2
- expectation value of S² = 0.77
- energy (eV) = -20386.35711
- total charge = +1

[5]
Here is a structure of composition C9H15Cl2F2N3O12Pd in a non-equilibrium geometry from OMol25. Energies are from wB97M-V/def2-TZVPD.

Structure (XYZ):
```
44
Properties=species:S:1:pos:R:3:mulliken_spin:R:1
Pd -19.37852 -3.49994 -5.22770 1.5867
Cl -18.79105 -5.48382 -6.65063 0.1728
Cl -20.13254 -2.00291 -3.16344 0.1165
C -19.39277 0.57389 -7.12038 0.0038
N -18.77142 -0.73533 -7.12929 0.0058
O -17.88583 -0.96563 -7.96288 -0.0080
O -19.19728 -1.61288 -6.35976 0.0296
H -18.77587 1.22573 -6.50179 0.0001
H -20.41168 0.54712 -6.73411 0.0002
H -19.50899 0.93951 -8.14063 -0.0001
C -16.07264 -1.78212 -3.29821 -0.0017
N -15.98869 -2.43358 -4.63196 -0.0003
O -14.89345 -2.56292 -5.10309 0.0041
O -17.06145 -2.86175 -5.09480 0.0156
H -17.12603 -1.52367 -3.19010 0.0008
H -15.52816 -0.83798 -3.31401 -0.0001
H -15.75338 -2.47571 -2.52032 0.0002
C -17.84637 -6.72581 -2.14613 0.0009
N -17.31787 -5.67048 -3.11303 0.0012
O -16.22716 -5.83549 -3.63003 0.0039
O -18.10223 -4.71549 -3.38013 -0.0001
H -18.37325 -7.40436 -2.81701 0.0000
H -18.50619 -6.30264 -1.38873 0.0000
H -16.99954 -7.24704 -1.69971 0.0000
C -22.63378 -7.24010 -2.28550 0.0008
C -21.95730 -6.19800 -1.29903 0.0000
O -21.02800 -5.62358 -2.22473 -0.0008
C -21.47899 -5.64595 -3.40326 0.0035
O -21.03059 -4.98058 -4.35149 0.0251
O -22.53675 -6.57659 -3.49321 0.0007
F -21.26281 -6.86302 -0.41447 0.0000
H -23.66045 -7.44904 -1.98485 0.0000
H -22.05436 -8.16264 -2.32176 0.0001
H -22.58967 -5.47367 -0.78564 0.0000
C -24.50836 -2.85951 -7.93326 0.0015
C -24.25396 -4.35170 -7.69398 -0.0002
O -23.08514 -4.45540 -6.94655 -0.0012
C -22.52852 -3.27638 -6.83003 0.0083
O -21.43006 -3.10365 -6.29627 0.0307
O -23.20862 -2.40987 -7.49788 -0.0002
F -24.22229 -4.94794 -8.89468 0.0000
H -25.34157 -2.36969 -7.42936 0.0001
H -24.65086 -2.68780 -9.00018 0.0000
H -25.05652 -4.83963 -7.14087 0.0000
```

Results
- HOMO-LUMO gap (alpha / beta) (eV) = 8.06 / 7.30
- molar mass (Da) = 572.55
- multiplicity = 3
- expectation value of S² = 2.00
- energy (eV) = -72565.83943

[6]
Here is a cluster of 2 separate species, C9H15ClINO in total in a non-equilibrium geometry from OMol25. Energies are from wB97M-V/def2-TZVPD.

Structure (XYZ):
```
28
Properties=species:S:1:pos:R:3:nbo_charge:R:1
C 2.14265 -1.18023 1.27030 -0.3964
C 2.35776 -0.35839 0.28801 -0.0373
C 2.08139 -0.53828 -1.11970 -0.3554
C 1.46559 -1.52334 -1.77683 0.2244
O 0.61047 -2.51054 -1.36752 -0.6716
C 2.84316 1.10693 0.49322 -0.3770
Cl 1.44093 2.21447 0.61310 -0.0862
H 1.80809 -2.15775 1.09098 0.2038
H 2.46912 -1.05639 2.35782 0.2009
H 2.34772 0.33467 -1.59724 0.2156
H 1.52671 -1.47016 -2.82298 0.1621
H 0.26563 -2.80492 -2.22281 0.4911
H 3.46859 1.52804 -0.23752 0.2199
H 3.17980 1.12260 1.52413 0.2203
C -3.34629 0.59190 -0.07461 -0.5869
C -1.88021 0.75112 0.41623 -0.3096
C -1.73165 0.44849 1.87589 -0.5764
C -1.01586 -0.01462 -0.50575 0.1390
N -0.58319 0.21850 -1.68029 -0.5867
I -0.71606 2.02390 -2.63035 0.2119
H -3.98124 1.34939 0.37092 0.2149
H -3.66111 -0.35137 0.29624 0.1986
H -3.46954 0.52306 -1.14515 0.2211
H -1.60568 1.77443 0.23577 0.2244
H -2.42834 -0.46207 2.09212 0.1881
H -2.14691 1.20133 2.41280 0.2117
H -0.76118 0.25443 2.13359 0.2211
H -0.68035 -1.01522 -0.29036 0.2148
```

Results
- HOMO-LUMO gap (eV) = 8.47
- molar mass (Da) = 315.58
- multiplicity = 1
- SMILES = C=C(/C=C\O)CCl.CC(C)/C=N\I
- energy (eV) = -33733.35208

[7]
Here is the ion C9H15ClN with charge +1 in a non-equilibrium geometry from OMol25. Energies are from wB97M-V/def2-TZVPD.

Structure (XYZ):
```
26
Properties=species:S:1:pos:R:3:nbo_charge:R:1
C -1.96395 0.94100 0.37982 0.1181
C -1.97595 -0.30683 0.87778 -0.0965
C -1.29183 2.19099 -0.08917 -0.5585
C -1.10089 -1.43299 0.50390 -0.4542
C 0.19342 2.29050 0.01791 -0.2202
C -0.04426 -1.14408 -0.68819 -0.2816
C 1.04662 -0.13403 -0.33362 0.3028
C 0.56060 -2.60821 -1.02603 -0.5804
C 1.75365 -0.15532 0.96459 -0.7223
N 0.98639 1.23089 -0.84889 -0.5665
Cl -3.46989 -0.74984 1.74485 0.0198
H -1.68069 2.30182 -1.17304 0.2544
H -1.75170 3.02975 0.59080 0.2973
H -0.70820 -1.56057 1.43281 0.2333
H -1.86170 -2.21111 0.20267 0.2638
H 0.65732 3.26932 -0.14423 0.2444
H 0.57499 2.13800 1.05999 0.2390
H -0.44982 -0.71114 -1.60618 0.2149
H 1.55273 -2.48134 -1.57831 0.2251
H -0.16205 -3.22628 -1.36471 0.2291
H 0.78277 -3.12020 -0.10641 0.2184
H 2.51727 -0.87205 1.09312 0.2678
H 0.96077 -0.35661 1.73329 0.2471
H 2.33053 0.76581 1.14535 0.2242
H 0.57617 1.25885 -1.75803 0.4303
H 1.96772 1.65367 -1.03008 0.4504
```

Results
- HOMO-LUMO gap (alpha / beta) (eV) = 7.32 / 8.79
- molar mass (Da) = 172.68
- multiplicity = 1
- energy (eV) = -23576.40978
- total charge = +1

[8]
Here is a cluster of 2 separate species, C9H15ClNS in total in a non-equilibrium geometry from OMol25. Energies are from wB97M-V/def2-TZVPD.

Structure (XYZ):
```
27
Properties=species:S:1:pos:R:3:nbo_charge:R:1
C 1.36704 1.12183 3.26101 -0.2239
C 1.43354 2.37424 2.78548 -0.3659
C 0.63650 0.23427 2.43711 -0.1496
C 0.26746 0.81214 1.28371 -0.2463
C -1.03051 -1.90559 -1.91991 -0.6162
C 1.34281 -1.35493 -0.94536 -0.6365
C -2.11217 0.48888 -0.44285 -0.7349
C -0.19773 -1.39538 -0.72514 -0.2907
C -0.67221 0.04817 -0.53931 0.3693
N 0.08328 1.05602 -1.32826 -0.7777
S 0.58847 2.51491 1.28880 0.3718
Cl 0.59306 -1.43618 2.82903 0.0521
H 1.82002 0.80150 4.10219 0.2388
H 1.99870 3.09426 3.32014 0.2651
H -2.02499 -1.65658 -1.96409 0.2225
H -0.77909 -1.40118 -2.91305 0.1942
H -0.86382 -3.01228 -1.99381 0.2523
H 1.70936 -0.66485 -0.15351 0.2425
H 1.44694 -1.22420 -1.97615 0.2041
H 1.69445 -2.40854 -0.77164 0.2548
H -2.67615 0.48157 -1.30102 0.2386
H -2.78312 -0.00925 0.26162 0.2808
H -2.17469 1.39161 0.11237 0.2545
H -0.39363 -1.97792 0.05347 0.2445
H -0.46449 1.59652 -2.02480 0.4363
H 0.70418 0.65833 -2.04471 0.4565
H 0.48678 1.77261 -0.69131 0.4631
```

Results
- HOMO-LUMO gap (eV) = 8.84
- molar mass (Da) = 204.75
- multiplicity = 1
- energy (eV) = -34413.50296
- total charge = +1

Which formula does entry 7 have?
C9H15ClN

Copy entry 1 word for word.
Here is a cluster of 2 separate species, C9H14O2 in total in a non-equilibrium geometry from OMol25. Energies are from wB97M-V/def2-TZVPD.

Structure (XYZ):
```
25
Properties=species:S:1:pos:R:3:nbo_charge:R:1
C 0.71885 2.10936 -1.67061 -0.6279
C -0.28415 1.45500 -0.76858 -0.0531
C -1.24438 0.60207 -1.25940 -0.1835
C -2.20475 0.01682 -0.42879 -0.2763
C -2.17998 0.32976 0.90837 0.3000
O -3.26887 0.03387 1.67967 -0.6659
C -1.06739 0.97959 1.45555 -0.2754
C -0.17162 1.60217 0.61710 -0.1978
H 1.75262 1.90248 -1.35355 0.2144
H 0.62815 3.19485 -1.73783 0.2188
H 0.65458 1.76032 -2.70896 0.2148
H -1.23638 0.40403 -2.31520 0.2102
H -3.08430 -0.42671 -0.88970 0.2278
H -3.07310 0.21853 2.61850 0.4778
H -1.06701 0.96228 2.53265 0.2036
H 0.60845 2.19406 1.07055 0.2135
C 1.75252 -1.95375 -0.65504 -0.6418
C 1.17179 -2.08880 0.75420 -0.0702
O 2.18886 -1.98360 1.75682 -0.7237
H 0.98392 -1.73119 -1.40868 0.2108
H 2.15237 -2.93073 -0.99821 0.2039
H 2.58522 -1.27035 -0.77162 0.2087
H 0.49801 -1.24696 0.85898 0.1694
H 0.74412 -3.07481 0.89508 0.1826
H 2.44246 -1.05829 1.81868 0.4593
```

Results
- HOMO-LUMO gap (eV) = 9.27
- molar mass (Da) = 154.21
- multiplicity = 1
- SMILES = Cc1ccc(O)cc1.CCO
- energy (eV) = -13654.41101

What did the first record say?
Here is a cluster of 2 separate species, C9H14O2 in total in a non-equilibrium geometry from OMol25. Energies are from wB97M-V/def2-TZVPD.

Structure (XYZ):
```
25
Properties=species:S:1:pos:R:3:nbo_charge:R:1
C 0.71885 2.10936 -1.67061 -0.6279
C -0.28415 1.45500 -0.76858 -0.0531
C -1.24438 0.60207 -1.25940 -0.1835
C -2.20475 0.01682 -0.42879 -0.2763
C -2.17998 0.32976 0.90837 0.3000
O -3.26887 0.03387 1.67967 -0.6659
C -1.06739 0.97959 1.45555 -0.2754
C -0.17162 1.60217 0.61710 -0.1978
H 1.75262 1.90248 -1.35355 0.2144
H 0.62815 3.19485 -1.73783 0.2188
H 0.65458 1.76032 -2.70896 0.2148
H -1.23638 0.40403 -2.31520 0.2102
H -3.08430 -0.42671 -0.88970 0.2278
H -3.07310 0.21853 2.61850 0.4778
H -1.06701 0.96228 2.53265 0.2036
H 0.60845 2.19406 1.07055 0.2135
C 1.75252 -1.95375 -0.65504 -0.6418
C 1.17179 -2.08880 0.75420 -0.0702
O 2.18886 -1.98360 1.75682 -0.7237
H 0.98392 -1.73119 -1.40868 0.2108
H 2.15237 -2.93073 -0.99821 0.2039
H 2.58522 -1.27035 -0.77162 0.2087
H 0.49801 -1.24696 0.85898 0.1694
H 0.74412 -3.07481 0.89508 0.1826
H 2.44246 -1.05829 1.81868 0.4593
```

Results
- HOMO-LUMO gap (eV) = 9.27
- molar mass (Da) = 154.21
- multiplicity = 1
- SMILES = Cc1ccc(O)cc1.CCO
- energy (eV) = -13654.41101